49
Properties=species:S:1:pos:R:3:forces:R:3 method="wB97M-V/def2-TZVPD" de_lowest_kcal_mol=0.0 e_homo_ev="-13.374 / -13.368" charge=+2 homo_lumo_gap_ev="6.3 / 6.3"
Mo -0.26883 0.11357 -0.03202 -0.4 0.1 -0.9
I 4.04439 6.04604 -2.39292 0.1 0.1 0.0
C 2.66823 4.65481 -1.72039 0.0 0.0 0.0
C 1.57866 5.07257 -0.96697 0.0 0.0 0.0
C 0.65065 4.14449 -0.50819 0.0 0.2 0.0
I -0.96719 4.75076 0.63901 0.0 0.0 0.0
C 0.84489 2.81745 -0.82917 -0.4 -0.6 0.1
O -0.04800 1.85698 -0.37094 0.4 0.5 0.1
C 1.92289 2.37167 -1.58039 0.2 0.0 -0.1
C 2.08006 0.91567 -1.93124 0.0 -0.1 0.1
N 1.80630 0.01066 -0.76922 0.0 0.0 0.0
C 2.75550 0.22024 0.35686 0.0 0.1 -0.1
C 2.14088 -0.19730 1.66164 -0.1 0.0 0.0
C 2.88127 -0.56568 2.75909 0.0 0.0 0.1
C 2.22342 -0.83823 3.95437 0.1 0.0 0.0
C 0.84428 -0.74187 4.02390 -0.1 0.0 0.0
C 0.15230 -0.38084 2.88775 0.1 0.0 0.0
N 0.79043 -0.11435 1.73210 0.1 -0.1 0.2
C 2.84603 3.30742 -2.02029 -0.1 0.0 0.0
H 1.44849 6.11951 -0.73060 0.0 0.0 0.0
H 3.09155 0.73722 -2.29892 0.0 0.0 0.0
H 1.37853 0.62530 -2.71529 0.0 0.0 0.0
H 1.90984 -0.94511 -1.10477 0.0 0.0 0.0
H 2.96319 1.29134 0.41054 0.0 0.0 0.0
H 3.70329 -0.28675 0.17755 0.0 0.0 0.0
H 3.95819 -0.63208 2.68585 0.0 0.0 0.0
H 2.79440 -1.12835 4.82690 0.0 0.0 0.0
H 0.30440 -0.95124 4.93543 0.0 0.0 0.0
H -0.92671 -0.31681 2.86595 0.0 0.0 0.0
H 3.70092 2.98902 -2.60304 0.0 0.0 0.0
N -2.87061 -2.70927 -2.06269 0.0 0.0 0.0
C -2.95138 -2.22318 -0.62126 -0.1 -0.1 -0.1
C -4.18562 -2.79956 0.06328 0.0 0.0 -0.1
P -2.85245 -0.39293 -0.68191 0.1 -0.1 0.1
O -4.32531 0.04666 -0.94573 0.0 0.1 0.1
O -2.25492 0.04733 0.66186 0.0 -0.1 -0.1
O -1.82913 -0.07950 -1.75380 0.1 0.1 0.2
P -1.39985 -2.77892 0.25848 0.1 0.1 0.1
O -1.24531 -4.20390 -0.43242 0.1 -0.1 0.0
O -1.53234 -2.76625 1.71240 0.0 -0.1 -0.1
O -0.28774 -1.87102 -0.37392 -0.2 -0.1 0.4
H -3.79518 -2.70721 -2.50049 0.0 0.0 0.0
H -2.50268 -3.66641 -2.09526 0.0 0.0 0.0
H -2.25006 -2.09057 -2.60183 0.0 0.0 0.0
H -5.09763 -2.48693 -0.44729 0.0 0.0 0.0
H -4.22388 -2.43905 1.08981 0.0 0.0 0.0
H -4.14345 -3.88915 0.09581 0.0 0.0 0.0
H -4.55918 0.98595 -0.86569 0.0 -0.1 -0.1
H -0.96550 -4.92218 0.15812 -0.1 0.1 -0.1

85
Properties=species:S:1:pos:R:3:forces:R:3 method="wB97M-V/def2-TZVPD" e_homo_ev=-8.034 homo_lumo_gap_ev=8.1
C -5.83824 -2.07678 2.35029 -0.3 0.3 0.6
C -4.83841 -1.49785 3.42176 0.1 0.1 -0.5
C -3.34408 -1.97980 3.24618 -0.4 0.0 0.7
C -3.15722 -3.54796 3.29956 1.4 -0.4 -0.1
C -2.21448 -4.06005 2.11976 -1.0 0.2 0.0
C -3.00609 -4.08955 0.72302 0.8 -0.5 0.7
C -2.35570 -3.15906 -0.37533 -0.5 -0.2 0.0
C -3.12851 -1.77745 -0.56818 -0.7 -1.0 0.1
C -3.35113 -1.38598 -2.08545 -0.2 0.3 0.6
C -2.59717 -0.07521 -2.55000 0.2 -0.3 -0.5
C -1.23113 0.18155 -1.84887 2.2 -0.3 0.8
C -0.93087 1.34677 -1.00320 0.3 -1.4 -0.4
N -1.95319 2.33973 -0.82576 0.4 0.2 -0.4
C -1.78219 3.53417 -1.69018 0.4 1.2 -0.5
C -1.10422 3.26820 -3.08622 -0.4 0.6 -0.1
C 0.36680 1.53919 -0.32274 -0.4 -1.4 -1.4
O 0.47237 2.68692 0.43829 0.0 -1.3 -0.1
C 0.82354 2.42533 1.81925 -0.3 0.5 0.7
C 0.05621 1.24074 2.49145 0.6 -0.3 1.5
C 0.59246 1.16186 4.00255 0.6 0.4 -0.6
C 1.45187 0.54971 -0.48334 -3.1 0.2 -1.2
C 1.12741 -0.59391 -1.34449 -0.1 1.4 0.6
C -0.14383 -0.79822 -2.03119 1.5 0.9 1.5
P -0.35189 -2.31692 -3.13992 -1.8 0.0 -1.0
N 0.77187 -2.15220 -4.47897 0.6 0.7 1.5
O 0.08083 -3.71593 -2.28957 1.1 1.2 -0.9
S 2.47602 -1.82482 -1.53726 0.0 1.2 0.3
C 3.94485 -0.74224 -1.45542 0.2 0.6 0.0
C 5.09898 -1.12105 -2.24273 0.4 1.8 1.1
C 6.29473 -0.29436 -2.16052 -2.0 0.7 1.6
C 6.25501 0.86930 -1.29237 -0.8 -0.8 -0.1
C 5.07793 1.24915 -0.49226 0.1 -1.5 -1.5
C 5.25828 2.49749 0.40270 0.4 -0.7 0.7
F 6.27552 2.18096 1.32053 -1.2 0.5 -0.8
F 4.16266 2.84812 1.16013 0.9 -0.4 -0.9
C 5.75225 3.80194 -0.35384 1.0 0.1 0.2
F 5.30270 3.84978 -1.65074 0.5 0.1 1.7
F 7.14365 3.76179 -0.35112 -1.6 0.1 -0.5
C 5.39327 5.15095 0.40953 0.3 1.5 -0.4
F 4.09490 5.50778 0.20842 1.4 -0.7 0.7
F 6.14685 6.18396 -0.10872 -0.8 -1.4 0.4
F 5.72219 5.09273 1.72986 -0.9 -0.3 -1.6
C 3.86992 0.42430 -0.56907 2.5 -0.2 -0.9
N 2.70548 0.74034 0.22027 -0.4 -1.0 -1.0
H -6.89469 -1.94415 2.71544 1.0 -0.1 -0.3
H -5.76163 -1.49571 1.39548 0.1 -0.8 0.7
H -5.69831 -3.17690 2.18868 0.0 1.1 0.0
H -5.20283 -1.73656 4.45377 0.4 0.0 -0.8
H -4.85652 -0.37715 3.32871 0.0 -1.0 0.2
H -2.88416 -1.52698 2.32173 -0.6 -0.6 0.8
H -2.77660 -1.55092 4.12260 -0.4 -0.3 -1.0
H -2.61676 -3.83062 4.25035 -0.7 0.4 -0.8
H -4.11700 -4.12596 3.30791 0.7 0.6 -0.1
H -1.80345 -5.08617 2.34242 -0.5 1.0 -0.1
H -1.33737 -3.36630 2.05354 -0.7 -0.5 0.0
H -2.97928 -5.17262 0.40767 0.0 1.1 0.0
H -4.09236 -3.86919 0.91208 1.1 0.0 -0.3
H -2.36923 -3.73832 -1.33979 0.0 0.8 0.8
H -1.28023 -3.01767 -0.10462 -0.8 0.0 -0.3
H -2.69557 -0.95664 0.06218 -0.2 -0.6 -0.7
H -4.15488 -1.97486 -0.14091 1.0 0.3 -0.4
H -4.45661 -1.21342 -2.23338 1.1 -0.1 0.0
H -3.06587 -2.25751 -2.72087 -0.2 0.8 0.5
H -2.36878 -0.20567 -3.64869 -0.3 0.3 1.0
H -3.31373 0.78453 -2.47179 0.9 -0.6 0.0
H -2.88742 1.96863 -0.97891 0.5 -0.2 0.1
H -1.19258 4.31483 -1.12904 -0.4 -0.8 -0.5
H -2.77539 4.02240 -1.90498 0.8 -0.7 0.5
H -1.67440 2.48180 -3.65251 0.8 0.5 0.6
H -0.01534 3.04120 -2.98477 -1.0 -0.2 -0.1
H -1.17117 4.20010 -3.72095 0.0 -0.8 0.8
H 1.93645 2.34188 1.87684 -1.0 -0.3 0.1
H 0.54913 3.35658 2.39400 0.2 -0.8 -0.8
H -1.05255 1.38967 2.55448 1.0 0.0 -0.6
H 0.26818 0.23470 2.04979 -0.3 1.0 -0.1
H -0.08588 1.68195 4.72447 0.6 -0.6 -0.6
H 0.80673 0.10997 4.32177 -0.5 0.9 -0.2
H 1.59142 1.69065 4.03357 -1.0 -0.5 0.2
H 1.60351 -1.61749 -4.19473 -0.1 -0.5 -0.2
H 0.35381 -1.60305 -5.23265 -0.3 -0.5 0.3
H 0.89059 -4.11662 -2.66362 -0.3 0.3 0.3
H 5.08818 -2.03128 -2.87899 -0.2 0.8 0.6
H 7.23370 -0.53125 -2.70602 -1.0 0.2 0.4
H 7.19533 1.47360 -1.23351 -1.1 -0.5 0.1
H 2.67339 0.20711 1.09714 0.3 0.2 -0.3

66
Properties=species:S:1:pos:R:3:forces:R:3 method="wB97M-V/def2-TZVPD" e_homo_ev=-5.122 charge=-1 homo_lumo_gap_ev=7.4
N 5.50384 -1.87214 0.78938 0.0 0.5 0.3
C 5.48989 -0.95822 -0.36829 0.2 -1.1 -0.5
C 4.51753 -1.43753 -1.47218 0.5 1.0 -0.2
C 3.29064 -0.53888 -1.63120 0.2 -0.5 0.7
C 2.35799 -0.60616 -0.40161 0.2 -0.1 -0.8
C 0.99410 -0.00360 -0.74794 0.1 0.8 -0.6
O -0.12084 -0.80232 -0.53868 -0.1 -0.2 0.9
P -1.53736 0.11817 -0.91028 0.4 -0.2 -3.8
C -2.37064 -1.47482 -1.53956 0.7 0.0 0.9
C -2.02344 -1.76557 -3.00397 -0.6 -0.7 0.7
C -2.40263 -3.22874 -3.29245 0.2 0.8 0.2
F -2.96411 -3.31991 -4.56212 -0.1 -0.4 -0.2
C -2.91208 1.30541 -1.53408 -0.1 -0.7 0.5
O -4.26649 0.86523 -1.19529 1.3 0.5 0.6
C -5.14567 1.00018 -2.15071 -1.0 -0.3 1.3
F -6.36389 1.02800 -1.59917 -0.8 0.0 0.4
F -5.16176 -0.03763 -2.97405 0.3 -0.8 -1.3
F -5.03439 2.10759 -2.85361 0.3 1.0 -1.0
S -2.27906 0.01034 1.20843 1.8 2.1 1.4
O -2.78886 1.31802 1.55751 -1.7 0.0 -0.5
O -1.16156 -0.27790 2.08380 0.1 -1.7 0.0
C -3.61692 -1.17949 1.66094 -0.4 0.2 1.3
F -4.78138 -0.67830 1.27670 -0.8 0.6 -0.5
F -3.55339 -2.41314 1.14308 0.5 -0.6 -0.4
C -3.71065 -1.35555 3.21909 0.1 -1.0 -0.5
F -4.99742 -1.63683 3.48650 -0.8 -0.4 0.1
F -3.42876 -0.27475 3.90094 0.5 1.1 0.2
C -2.87719 -2.56104 3.79993 -0.2 1.7 1.1
F -2.44841 -2.20142 5.00916 0.3 0.5 0.9
F -1.82404 -2.87572 3.12135 1.0 -0.7 -1.3
F -3.64267 -3.59775 4.01272 -0.9 -1.5 -0.5
O -0.75009 1.56587 -0.34940 0.1 -0.9 1.0
C 0.63235 1.41107 -0.20667 1.3 -0.2 -0.8
P 1.40038 2.09358 1.34362 -1.0 1.2 1.3
N 1.55886 0.86307 2.53265 0.9 0.0 -0.8
O 2.97236 2.41638 0.80730 -0.1 -1.0 -0.4
H 4.78772 -2.58123 0.71287 -0.1 0.1 0.0
H 5.31680 -1.34579 1.63374 0.0 -0.2 0.1
H 6.49344 -0.98089 -0.80293 0.1 0.2 0.1
H 5.29793 0.07881 -0.08973 -0.2 0.0 0.1
H 5.07759 -1.40050 -2.41107 -0.1 -0.1 -0.1
H 4.24570 -2.48399 -1.31829 -0.1 0.0 0.1
H 3.64092 0.49101 -1.72348 -0.1 0.1 -0.3
H 2.76473 -0.84337 -2.53689 -0.2 0.2 0.0
H 2.25979 -1.66645 -0.16823 -0.3 0.0 0.4
H 2.87991 -0.05605 0.37848 -0.2 -0.2 0.3
H 1.07988 0.18210 -1.83182 -0.3 -0.1 -0.1
H -0.98026 0.24523 -2.22930 0.1 0.5 0.1
H -3.44095 -1.52934 -1.33045 0.0 0.1 -0.3
H -1.90439 -2.28511 -0.96789 -0.1 0.1 0.2
H -0.95631 -1.66178 -3.16666 0.1 0.4 -0.1
H -2.59463 -1.10565 -3.65332 0.1 0.0 -0.3
H -3.11025 -3.57247 -2.54034 -0.4 -0.1 -0.2
H -1.53375 -3.88659 -3.25480 0.1 0.0 -0.1
H -2.79370 1.27013 -2.61615 0.0 -0.1 0.0
H -2.75255 2.32961 -1.21453 -0.2 0.0 0.3
H 1.04130 2.11448 -0.95212 0.5 0.1 0.3
H 2.04181 1.26882 3.32926 -0.3 0.1 0.1
H 2.13543 0.07601 2.23830 -0.4 -0.2 0.0
H 3.51139 2.55129 1.61688 -0.5 -0.1 -0.7
C 3.41249 6.08342 2.03569 0.0 0.0 0.0
C 3.64408 4.74891 2.57073 -0.2 1.1 -0.3
N 3.82290 3.69882 2.97042 0.5 -0.7 0.9
H 3.15511 6.01156 0.98069 0.0 -0.1 0.0
H 2.59250 6.55638 2.57195 0.0 0.0 0.0
H 4.31111 6.68711 2.14714 0.0 0.0 0.0

84
Properties=species:S:1:pos:R:3:forces:R:3 method="wB97M-V/def2-TZVPD" spin_multiplicity=3 de_lowest_kcal_mol=10.1 e_homo_ev="-4.865 / -5.471" charge=-1 s_squared=2.01 homo_lumo_gap_ev="7.1 / 7.5"
W -5.18727 -9.99617 -15.40293 -0.7 1.6 -1.2
Cl -7.54063 -16.06792 -17.31034 -0.2 -0.7 -0.4
C -7.31716 -14.62023 -16.45089 0.3 0.3 0.7
C -7.94678 -14.41152 -15.22062 0.8 0.4 -0.3
Cl -9.00153 -15.59577 -14.63105 -0.7 -0.6 0.5
C -7.67250 -13.25012 -14.47975 -0.1 0.2 -1.0
Cl -8.60253 -12.81700 -13.08175 0.3 -0.1 -0.1
C -6.83304 -12.29986 -15.05710 -0.3 0.6 0.6
O -6.74064 -11.05218 -14.57121 0.3 -0.2 0.1
C -6.17437 -12.50759 -16.28753 -0.7 0.1 0.5
O -5.57320 -11.46336 -16.81160 0.9 0.4 0.6
C -6.41197 -13.68553 -16.94276 0.3 -0.1 -1.5
Cl -5.69383 -13.84466 -18.55391 -0.3 -0.1 0.8
F -0.20163 -13.35502 -14.81152 -0.1 -0.4 -1.0
C -0.52111 -12.64918 -13.75571 0.4 0.6 1.2
F 0.19895 -11.46910 -13.80470 -1.0 -0.8 -0.1
F 0.05081 -13.33517 -12.74922 0.1 -0.2 1.1
C -2.02160 -12.43834 -13.44856 1.8 -0.2 -0.1
C -2.54915 -12.84134 -12.23998 0.3 0.0 0.7
C -3.84800 -12.40819 -11.93417 0.4 0.1 -1.2
C -4.50127 -11.69875 -12.93302 -0.2 0.0 0.1
N -4.03629 -11.38601 -14.17957 1.3 -0.9 1.6
C -2.74380 -11.75833 -14.44107 -0.2 -0.2 -1.8
S -1.99359 -11.61969 -16.04225 -0.7 -0.3 1.4
H -1.97626 -13.44452 -11.48259 -0.5 0.8 -1.1
H -4.27914 -12.60336 -10.96506 -0.3 0.0 -0.1
H -5.50502 -11.34456 -12.76863 -0.2 0.0 0.1
O -3.75491 -9.72569 -16.98265 -1.1 0.2 -1.0
C -2.92169 -8.56177 -17.05316 -0.2 -0.5 0.6
C -2.85903 -8.11431 -15.59146 1.3 1.6 -0.1
O -2.09476 -7.22925 -15.24555 -0.1 0.1 0.0
O -3.64777 -8.68803 -14.75953 -1.0 -0.9 0.0
C -3.61119 -7.55278 -17.98501 0.5 0.7 0.4
C -4.42426 -8.08856 -18.94890 -0.7 -0.1 -0.7
C -5.09271 -7.26227 -19.83350 -0.4 0.9 0.0
C -5.01740 -5.85723 -19.76743 0.3 -1.6 0.4
C -4.15612 -5.32255 -18.82530 0.0 -0.4 0.3
C -3.44565 -6.15561 -17.95160 0.3 -0.1 0.7
C -1.55567 -8.91358 -17.66033 -0.3 0.3 -0.5
C -1.52011 -9.65279 -18.84573 0.3 0.3 0.5
C -0.32282 -9.77332 -19.52168 0.3 -0.1 -0.6
C 0.84297 -9.16420 -19.06505 -0.2 -0.2 0.2
C 0.80422 -8.45106 -17.87937 0.3 -0.3 -0.3
C -0.39274 -8.33325 -17.20034 0.2 0.0 0.3
H -3.20299 -10.59496 -16.82439 0.6 0.2 0.0
H -4.62892 -9.15362 -18.96472 0.1 0.1 -0.1
H -5.77806 -7.70898 -20.52662 -0.2 -0.2 -0.3
H -5.67085 -5.26489 -20.38463 0.1 0.2 -0.2
H -4.09724 -4.25513 -18.72532 0.2 0.3 0.1
H -2.80747 -5.70218 -17.16757 -0.4 -0.4 -0.6
H -2.41741 -10.12043 -19.19530 -0.3 -0.2 -0.3
H -0.26253 -10.30207 -20.46922 -0.2 -0.1 0.2
H 1.76464 -9.31192 -19.60757 0.1 0.1 -0.1
H 1.71173 -8.01624 -17.47309 -0.1 0.0 0.0
H -0.41726 -7.80108 -16.27875 0.0 0.4 0.4
C -4.81256 -9.20053 -10.44403 0.1 0.6 -0.2
C -4.39907 -8.39815 -11.70882 0.3 0.3 1.4
Sb -5.86875 -8.36946 -13.16164 -0.4 0.0 -1.4
C -7.63479 -8.73489 -12.09363 -1.4 0.1 1.3
C -8.89658 -8.70662 -12.98138 0.8 -0.5 -1.1
C -5.95100 -6.27665 -13.47006 0.1 -0.3 -0.2
C -4.77027 -5.75076 -14.26475 0.7 0.3 0.8
H -3.96041 -9.20292 -9.75013 -0.4 -0.1 0.1
H -5.05685 -10.24019 -10.68744 0.1 0.2 0.0
H -5.70727 -8.75717 -9.96233 0.6 -0.2 -0.1
H -3.58348 -8.88458 -12.22740 0.5 0.1 0.1
H -4.10528 -7.33802 -11.45213 -0.2 -1.1 -0.3
H -7.78289 -7.98724 -11.29207 0.4 -0.1 -0.3
H -7.55486 -9.69559 -11.54780 0.0 0.3 -0.4
H -8.86793 -7.87870 -13.70776 0.0 -0.1 0.2
H -9.83945 -8.63765 -12.45274 0.0 -0.1 0.4
H -8.88832 -9.63145 -13.58310 -0.2 0.3 0.1
H -5.95192 -5.85777 -12.47351 -0.1 0.1 0.4
H -6.90218 -6.07208 -13.93185 -0.3 0.2 -0.3
H -3.81770 -6.08658 -13.82255 -0.3 0.0 -0.3
H -4.73971 -4.66596 -14.19395 -0.1 0.3 -0.1
H -4.78829 -6.01590 -15.30780 -0.1 -0.2 -0.2
C -8.25166 -10.17683 -16.89998 1.5 1.5 -1.2
O -7.77175 -8.79644 -16.91493 -0.8 1.1 -0.3
C -6.53121 -8.34677 -16.43146 -0.4 -1.8 1.1
O -6.42493 -7.14349 -16.32252 -0.1 -0.5 -0.5
H -9.13694 -10.26540 -17.54321 0.2 0.4 0.3
H -8.44247 -10.41396 -15.87533 -0.2 -0.7 0.3
H -7.42550 -10.68626 -17.39318 -0.5 -0.9 0.4

Asked for max |F| across the records above, the calculation gives 1.012; 3.271; 3.773; 2.436 eV/Å in order.